Below is one molecule with the formula CH2IPS in a non-equilibrium geometry, with properties calculated with ωB97M-V/def2-TZVPD.

Output
Kohn-Sham gap (alpha / beta) = 6.1 / 6.1 eV
LUMO level (alpha / beta) = -2.53 / -2.53 eV
ΔE to the lowest compared entry with this formula, charge and spin = 87.4 kcal/mol
Multiplicity = 1

CARTESIAN COORDINATES (ANGSTROEM)
C1 1.13058 -0.77415 0.57903
P1 -0.36356 0.05671 -0.27544
S1 -2.09856 1.04249 -0.15420
I1 1.79076 -0.06589 2.38448
H1 0.30417 0.64240 -1.34504
H2 -0.76340 -0.90156 -1.18884

Atoms 1-2, force components in eV/Å:
C -0.55 0.73 -0.17
P -1.43 0.33 -0.84

Below is one molecule with the formula C2H3NOS in a non-equilibrium geometry, with properties calculated with ωB97M-V/def2-TZVPD.

Output
Kohn-Sham gap = 10.4 eV
Structure (SMILES) = C=NSC=O
LUMO level = 0.73 eV
ΔE to the lowest compared entry with this formula, charge and spin = 31.8 kcal/mol
Multiplicity = 1

CARTESIAN COORDINATES (ANGSTROEM)
C1 1.85580 0.07132 -0.08901
N1 0.64172 -0.21599 0.00065
S1 -0.63245 1.05907 0.02149
C2 -2.00278 -0.18694 0.07148
O1 -3.13976 0.10405 -0.13579
H1 2.23801 1.03114 -0.07781
H2 2.55272 -0.72569 -0.10258
H3 -1.51327 -1.13696 0.31157

Atoms 1-2, force components in eV/Å:
C -0.81 -0.53 0.33
N -2.27 0.42 0.01

Below is C15H31CuN2OPTe as an isolated structure, with properties calculated with ωB97M-V/def2-TZVPD.

Output
Kohn-Sham gap (alpha / beta) = 5.8 / 7.1 eV
LUMO level (alpha / beta) = 0.43 / 0.43 eV
Multiplicity = 2

CARTESIAN COORDINATES (ANGSTROEM)
Cu1 0.22974 -0.99220 -0.44143
C1 2.01397 -0.24194 2.86222
C2 2.55420 -0.86536 1.56178
C3 2.35272 -2.37957 1.64499
C4 4.05797 -0.57403 1.47430
C5 1.80706 -0.27346 0.38188
H1 2.56603 -0.59892 3.73968
H2 0.95886 -0.50319 2.99083
H3 2.08270 0.84807 2.82865
H4 2.84200 -2.80646 2.52765
H5 2.76212 -2.86852 0.75690
H6 1.28501 -2.61962 1.69160
H7 4.59319 -0.93243 2.36050
H8 4.23290 0.50042 1.38343
H9 4.49230 -1.05852 0.59664
H10 2.22052 0.71194 0.13861
C6 -1.97156 -2.13685 2.37884
P1 -2.44728 -0.56920 1.65035
C7 -4.22362 -0.65760 1.42169
C8 -2.17008 0.65645 2.92290
O1 -1.70386 -0.26388 0.38811
H11 -2.45850 -2.27573 3.34476
H12 -0.88803 -2.14143 2.51147
H13 -2.23935 -2.95768 1.70790
H14 -4.72367 -0.91569 2.35638
H15 -4.44530 -1.41732 0.67143
H16 -4.59516 0.30460 1.06800
H17 -2.70190 0.39963 3.84045
H18 -2.49743 1.63288 2.56498
H19 -1.09786 0.71070 3.11586
C9 0.10536 4.77055 -0.16330
Te1 -0.26521 2.68453 0.07958
C10 -2.37009 2.99495 -0.07545
H20 -0.37381 5.11293 -1.07802
H21 1.18083 4.91728 -0.24653
H22 -0.26960 5.32702 0.69237
H23 -2.75604 3.49310 0.81207
H24 -2.83152 2.01587 -0.19741
H25 -2.57566 3.59789 -0.95774
N1 -1.15993 -6.43173 -0.49321
C11 -0.92534 -5.14581 -0.91413
C12 -1.98339 -4.24867 -1.11426
C13 -1.69264 -2.94278 -1.44051
N2 -0.45370 -2.46752 -1.60568
C14 0.55207 -3.34751 -1.47856
C15 0.36948 -4.67083 -1.12060
H26 -2.08177 -6.80703 -0.64194
H27 -0.41623 -7.09950 -0.61053
H28 -3.01255 -4.56846 -1.00772
H29 -2.48953 -2.21778 -1.56535
H30 1.54334 -2.96774 -1.68802
H31 1.22627 -5.32333 -1.01319

Atoms 1-2, force components in eV/Å:
Cu 0.44 0.49 0.18
C -0.03 0.04 0.00

Below is a 2-piece molecular cluster, C5H10O2 overall, with properties calculated with ωB97M-V/def2-TZVPD.

Output
Kohn-Sham gap (alpha / beta) = 3.9 / 5.9 eV
Total charge = -1
LUMO level (alpha / beta) = 3.72 / 3.58 eV
ΔE to the lowest compared entry with this formula, charge and spin = 20.8 kcal/mol
Multiplicity = 2

CARTESIAN COORDINATES (ANGSTROEM)
C1 1.31603 -0.83581 -2.62447
C2 1.09466 -0.63238 -1.24716
C3 -0.08645 -0.99794 -0.55940
C4 -0.44904 -0.64739 0.72805
O1 0.57386 -0.02542 1.50629
C5 -1.48542 -1.38270 1.54071
H1 1.77632 -0.12750 -3.29884
H2 0.87158 -1.72511 -3.07321
H3 1.80559 0.00194 -0.70511
H4 -0.79110 -1.47155 -1.23397
H5 0.43516 0.92271 1.53540
H6 -2.50972 -1.13687 1.25783
H7 -1.40399 -2.46860 1.37010
H8 -1.30543 -1.26057 2.61037
H9 -1.01087 3.07819 0.93465
H10 -0.19585 2.74699 -0.24594
O2 -0.58684 3.52586 0.18540

Atoms 1-2, force components in eV/Å:
C -0.31 -0.73 0.45
C -0.05 0.81 -0.33

Below is C21H29Cl3F6MgN5O2S as an isolated structure in a non-equilibrium geometry, with properties calculated with ωB97M-V/def2-TZVPD.

Output
Kohn-Sham gap = 9.0 eV
Total charge = +1
LUMO level = -2.46 eV
ΔE to the lowest compared entry with this formula, charge and spin = 52.6 kcal/mol
Multiplicity = 1

CARTESIAN COORDINATES (ANGSTROEM)
Mg1 0.42869 0.37281 -0.00237
C1 0.20949 2.75111 1.61043
C2 1.51169 2.97571 0.85853
N1 2.07179 1.66211 0.58843
C3 3.11409 1.65291 -0.42297
C4 2.57529 1.14651 -1.73487
C5 3.36159 1.07111 -2.87547
C6 2.81219 0.52481 -4.02487
C7 1.49799 0.09111 -4.00367
C8 0.77719 0.21131 -2.82257
C9 -0.64871 -0.23809 -2.71907
N2 -1.14551 -0.16689 -1.34347
C10 -2.27071 0.75281 -1.20907
C11 -1.47231 2.79411 -0.15027
N3 -0.67101 1.97211 0.74893
N4 1.32149 0.72111 -1.72997
H1 -0.24051 3.70461 1.90683
H2 0.41329 2.16641 2.51163
H3 2.19559 3.61641 1.43203
H4 1.29069 3.45501 -0.09677
H5 2.42169 1.28381 1.46323
H6 3.93189 0.99271 -0.11487
H7 3.53659 2.65711 -0.56707
H8 4.38289 1.41721 -2.86477
H9 3.41049 0.41751 -4.91617
H10 1.04629 -0.34019 -4.88117
H11 -0.73221 -1.24769 -3.13327
H12 -1.24501 0.44001 -3.34967
H13 -1.46431 -1.08579 -1.05847
H14 -2.69401 0.65021 -0.20477
H15 -3.04081 0.56441 -1.96927
H16 -2.44741 3.03521 0.30403
H17 -0.95151 3.72221 -0.38587
H18 -1.31491 1.42871 1.33803
Cl1 0.18749 4.66631 -2.21447
C12 -1.16071 3.75641 -3.10767
Cl2 -2.59791 4.81341 -3.17207
Cl3 -0.50611 3.53051 -4.75017
C13 -1.67861 2.48911 -2.62687
N5 -1.76221 2.10041 -1.40047
C14 3.22769 -2.03979 1.32003
C15 1.71679 -2.08159 1.02533
O1 1.09039 -0.89199 1.04823
C16 1.09939 -3.02109 2.09743
F1 1.78829 -4.14159 2.30763
F2 -0.15571 -3.40739 1.80873
F3 1.03709 -2.36889 3.26533
C17 1.52389 -2.68589 -0.37957
F4 0.23059 -2.60949 -0.76457
F5 1.90879 -3.94499 -0.52697
F6 2.19579 -1.94339 -1.28157
H19 3.37689 -1.72379 2.34953
H20 3.70759 -1.33499 0.64723
H21 3.66009 -3.02809 1.17393
O2 -2.40751 0.16921 1.76253
S1 -1.77841 -1.18369 1.90653
C18 -2.13981 -1.66469 3.64463
C19 -2.89941 -2.97799 3.59783
C20 -3.87711 -2.83679 2.43783
C21 -3.04261 -2.36539 1.26133
H22 -2.75401 -0.85249 4.03173
H23 -1.20391 -1.71359 4.19293
H24 -3.41301 -3.16049 4.54223
H25 -2.21881 -3.80989 3.40703
H26 -4.63651 -2.09389 2.68813
H27 -4.38221 -3.77509 2.20733
H28 -3.62031 -1.85249 0.49913
H29 -2.48791 -3.18869 0.82033

Atoms 1-2, force components in eV/Å:
Mg -0.45 0.87 -0.05
C 0.43 0.53 0.02

Below is one molecule with the formula C10H13NO3 in a non-equilibrium geometry, with properties calculated with ωB97M-V/def2-TZVPD.

Output
Kohn-Sham gap = 7.8 eV
Structure (SMILES) = O/C=C/CC/C=C/n1c(O)ccc1O
LUMO level = 0.51 eV
ΔE to the lowest compared entry with this formula, charge and spin = 117.3 kcal/mol
Multiplicity = 1

CARTESIAN COORDINATES (ANGSTROEM)
O1 -2.51801 0.20843 0.12080
C1 -1.67739 -0.49176 0.80185
C2 -1.60795 -1.82658 0.88889
C3 -0.49242 -2.50277 1.57065
C4 0.73279 -2.56495 0.62460
C5 1.04083 -1.13483 0.35030
C6 0.44581 -0.40807 -0.55096
N1 0.59926 0.95278 -0.71298
C7 0.51199 1.63579 -1.87754
O2 0.28596 0.77419 -2.90740
C8 0.73701 2.98464 -1.79413
C9 0.86957 3.15676 -0.40971
C10 0.82186 1.92750 0.22766
O3 0.87008 1.69142 1.63552
H1 -2.86764 -0.29256 -0.57611
H2 -0.91888 0.00997 1.44153
H3 -2.35824 -2.55351 0.39506
H4 -0.55573 -3.49781 1.81664
H5 -0.22072 -1.84944 2.47730
H6 1.68725 -2.94376 1.08544
H7 0.49443 -3.02871 -0.30513
H8 1.60019 -0.68793 1.06937
H9 -0.03789 -0.79356 -1.42937
H10 -0.39463 1.01064 -3.65626
H11 0.35195 3.70084 -2.51357
H12 1.39337 3.97281 0.08593
H13 1.20712 2.55046 2.14164

Atoms 1-2, force components in eV/Å:
O -0.96 3.24 -0.13
C 2.18 -2.82 2.94

Repeat the sixth record exactly.
Below is one molecule with the formula C10H13NO3 in a non-equilibrium geometry, with properties calculated with ωB97M-V/def2-TZVPD.

Output
Kohn-Sham gap = 7.8 eV
Structure (SMILES) = O/C=C/CC/C=C/n1c(O)ccc1O
LUMO level = 0.51 eV
ΔE to the lowest compared entry with this formula, charge and spin = 117.3 kcal/mol
Multiplicity = 1

CARTESIAN COORDINATES (ANGSTROEM)
O1 -2.51801 0.20843 0.12080
C1 -1.67739 -0.49176 0.80185
C2 -1.60795 -1.82658 0.88889
C3 -0.49242 -2.50277 1.57065
C4 0.73279 -2.56495 0.62460
C5 1.04083 -1.13483 0.35030
C6 0.44581 -0.40807 -0.55096
N1 0.59926 0.95278 -0.71298
C7 0.51199 1.63579 -1.87754
O2 0.28596 0.77419 -2.90740
C8 0.73701 2.98464 -1.79413
C9 0.86957 3.15676 -0.40971
C10 0.82186 1.92750 0.22766
O3 0.87008 1.69142 1.63552
H1 -2.86764 -0.29256 -0.57611
H2 -0.91888 0.00997 1.44153
H3 -2.35824 -2.55351 0.39506
H4 -0.55573 -3.49781 1.81664
H5 -0.22072 -1.84944 2.47730
H6 1.68725 -2.94376 1.08544
H7 0.49443 -3.02871 -0.30513
H8 1.60019 -0.68793 1.06937
H9 -0.03789 -0.79356 -1.42937
H10 -0.39463 1.01064 -3.65626
H11 0.35195 3.70084 -2.51357
H12 1.39337 3.97281 0.08593
H13 1.20712 2.55046 2.14164

Atoms 1-2, force components in eV/Å:
O -0.96 3.24 -0.13
C 2.18 -2.82 2.94

Q: Which value of multiplicity does entry 5 give?
A: 1